{"formula": "C12H21FMgN2O8P", "method": "ωB97M-V/def2-TZVPD", "symbols": ["N", "P", "O", "O", "C", "N", "C", "C", "C", "C", "O", "O", "H", "H", "H", "H", "H", "H", "H", "H", "H", "H", "H", "H", "H", "H", "C", "O", "O", "O", "H", "Mg", "F", "C", "C", "C", "C", "C", "C", "H", "H", "H", "H", "H", "O", "H"], "positions_angstrom": [[1.10, -1.01, 0.57], [1.44, -0.14, -0.75], [3.08, 0.52, -0.60], [1.51, -1.18, -2.19], [0.30, 1.37, -1.04], [0.62, 2.25, 0.18], [-0.62, 2.94, 0.77], [-1.66, 2.82, -0.54], [-1.33, 1.22, -0.89], [-2.20, 0.47, -2.05], [-2.51, -0.96, -1.74], [-3.56, -1.00, -0.97], [1.92, -0.98, 1.24], [3.00, 1.39, -1.12], [2.47, -1.53, -2.20], [0.54, 1.87, -2.07], [1.15, 3.06, -0.21], [1.11, 1.78, 0.97], [-1.13, 2.23, 1.58], [-0.44, 4.06, 1.15], [-2.77, 3.14, -0.39], [-1.01, 3.38, -1.36], [-1.66, 0.68, 0.09], [-1.75, 0.57, -3.13], [-3.27, 1.01, -2.10], [-4.41, -1.01, -1.51], [-0.61, 6.38, -0.61], [-0.67, 6.00, 0.58], [-0.90, 7.68, -0.70], [-0.34, 5.77, -1.67], [-1.03, 7.74, 0.27], [-3.41, 3.78, -1.53], [1.57, -7.77, 2.50], [1.18, -6.58, 2.02], [2.14, -5.64, 1.67], [1.74, -4.40, 1.16], [0.38, -4.11, 1.03], [-0.58, -5.06, 1.39], [-0.17, -6.30, 1.89], [3.19, -5.87, 1.79], [2.48, -3.66, 0.88], [0.06, -3.15, 0.64], [-1.64, -4.84, 1.29], [-0.90, -7.06, 2.16], [3.46, -0.09, 2.08], [4.12, 0.21, 1.48]], "nbo_charge": [-1.27, 2.04, -0.91, -0.94, -0.41, -0.57, -0.24, -0.55, -0.25, -0.10, -0.23, -0.42, 0.45, 0.48, 0.53, 0.28, 0.46, 0.50, 0.25, 0.37, 0.04, 0.31, 0.28, 0.24, 0.15, 0.46, 0.93, -0.84, -0.69, -0.80, 0.50, 1.30, -0.32, 0.40, -0.28, -0.20, -0.24, -0.20, -0.28, 0.23, 0.21, 0.23, 0.21, 0.23, -0.75, 0.42], "homo_ev": -10.44, "lumo_ha": -0.322, "charge": 1}

{"formula": "C2H4N2S3", "method": "ωB97M-V/def2-TZVPD", "symbols": ["C", "C", "H", "H", "H", "H", "N", "N", "S", "S", "S"], "positions_angstrom": [[1.59, -0.75, -0.32], [-2.17, 0.26, 0.44], [1.72, 2.72, 0.14], [2.59, -1.65, -0.94], [0.00, -2.01, 0.62], [-1.89, 0.07, 1.49], [1.97, 0.43, -0.48], [0.05, -1.14, 0.32], [0.85, 1.85, -0.20], [-1.06, -0.56, -0.66], [-3.63, 0.78, -0.41]], "nbo_charge": [0.24, -0.42, 0.10, 0.23, 0.37, 0.22, -0.56, -0.85, 0.15, 0.58, -0.07], "homo_ev": -8.65, "e_above_lowest_ev": 5.288, "lumo_ha": -0.026}

{"formula": "C48H42F4N3O", "method": "ωB97M-V/def2-TZVPD", "symbols": ["F", "C", "C", "C", "F", "C", "C", "C", "C", "C", "C", "F", "C", "C", "F", "C", "C", "H", "H", "H", "H", "H", "H", "H", "C", "C", "C", "C", "C", "C", "N", "C", "C", "C", "C", "C", "C", "C", "N", "N", "C", "C", "C", "C", "C", "C", "C", "C", "C", "C", "C", "O", "C", "C", "C", "C", "C", "C", "C", "C", "C", "C", "C", "H", "H", "H", "H", "H", "H", "H", "H", "H", "H", "H", "H", "H", "H", "H", "H", "H", "H", "H", "H", "H", "H", "H", "H", "H", "H", "H", "H", "H", "H", "H", "H", "H", "H", "H"], "positions_angstrom": [[-4.94, 6.08, -0.19], [-4.80, 4.86, -0.82], [-5.92, 4.34, -1.48], [-5.65, 3.24, -2.30], [-6.71, 2.70, -3.00], [-4.41, 2.64, -2.40], [-3.34, 3.01, -1.53], [-2.04, 2.36, -1.47], [-0.85, 3.18, -1.41], [0.42, 2.62, -1.08], [1.55, 3.42, -1.07], [2.77, 2.88, -0.72], [1.54, 4.78, -1.37], [0.31, 5.30, -1.77], [0.25, 6.62, -2.16], [-0.86, 4.55, -1.79], [-3.58, 4.20, -0.76], [-6.89, 4.85, -1.46], [-4.28, 1.90, -3.20], [-1.88, 1.46, -2.06], [0.50, 1.54, -0.90], [2.45, 5.38, -1.39], [-1.77, 5.01, -2.17], [-2.78, 4.66, -0.18], [3.36, -2.05, 5.66], [2.92, -1.88, 4.23], [3.06, -0.65, 3.59], [2.58, -0.44, 2.29], [2.78, 0.92, 1.69], [1.92, -1.49, 1.63], [1.27, -1.24, 0.37], [1.93, -1.05, -0.84], [3.39, -0.85, -0.94], [3.88, 0.12, -1.85], [5.22, 0.51, -1.80], [6.13, -0.14, -0.96], [5.67, -1.17, -0.14], [4.33, -1.56, -0.17], [1.08, -1.06, -1.83], [-0.19, -1.30, -1.29], [-1.24, -1.77, -2.20], [-0.82, -2.70, -3.19], [0.56, -3.28, -3.28], [-1.69, -3.16, -4.19], [-3.03, -2.78, -4.23], [-4.00, -3.21, -5.29], [-3.45, -1.91, -3.24], [-2.61, -1.33, -2.29], [-3.41, -0.19, -1.73], [-0.08, -1.48, 0.07], [-1.13, -0.96, 0.96], [-1.91, -0.02, 0.51], [-1.03, -1.33, 2.44], [-1.46, -2.62, 3.02], [-0.63, -0.20, 3.17], [-0.53, 1.05, 2.49], [-0.09, 2.21, 3.07], [0.23, 2.23, 4.42], [0.11, 1.04, 5.14], [-0.29, -0.16, 4.56], [1.88, -2.77, 2.20], [1.34, -3.95, 1.45], [2.36, -2.94, 3.51], [3.19, -3.08, 5.99], [4.42, -1.82, 5.79], [2.80, -1.39, 6.34], [3.52, 0.19, 4.13], [2.06, 1.14, 0.89], [2.66, 1.69, 2.46], [3.81, 1.05, 1.28], [3.19, 0.58, -2.56], [5.57, 1.34, -2.42], [7.19, 0.16, -0.95], [6.38, -1.65, 0.54], [4.03, -2.42, 0.43], [0.58, -3.94, -4.15], [1.35, -2.53, -3.42], [0.82, -3.90, -2.41], [-1.32, -3.86, -4.94], [-5.02, -2.95, -4.98], [-3.82, -2.72, -6.26], [-3.96, -4.29, -5.45], [-4.49, -1.57, -3.28], [-3.74, 0.39, -2.62], [-4.31, -0.57, -1.24], [-2.98, 0.42, -0.93], [-2.18, -2.42, 3.84], [-1.98, -3.21, 2.25], [-0.70, -3.29, 3.48], [-0.92, 1.16, 1.48], [-0.03, 3.08, 2.42], [0.55, 3.16, 4.88], [0.34, 1.05, 6.19], [-0.36, -1.09, 5.14], [1.61, -4.88, 1.97], [0.24, -3.93, 1.38], [1.74, -4.02, 0.42], [2.26, -3.92, 3.99]], "mulliken_charge": [-0.30, 0.26, -0.77, 0.47, -0.30, -0.68, 0.45, 0.22, -0.29, 0.65, 0.07, -0.24, -0.98, 0.13, -0.32, -0.89, -1.17, 0.50, 0.52, 0.68, 0.16, 0.51, 0.67, 0.80, -1.58, 0.53, -0.69, 1.34, -1.59, -0.30, 1.48, 0.68, -0.12, -0.61, -0.77, -0.53, -0.65, 0.19, -1.00, 1.74, -0.33, 1.70, -1.08, -1.01, 0.61, -1.59, -1.36, 0.76, -1.34, 0.36, -0.59, -0.62, 0.78, -1.51, 0.78, -0.52, -0.57, -0.52, -0.76, -0.58, 0.40, -1.60, -0.85, 0.42, 0.35, 0.30, 0.45, -0.42, 0.64, 0.42, 0.53, 0.43, 0.40, 0.43, 0.38, 0.44, 0.20, 0.16, 0.34, 0.37, 0.32, 0.38, 0.32, -0.09, 0.60, 0.36, 0.45, 0.41, 0.26, 0.14, 0.52, 0.43, 0.43, 0.47, 0.52, 0.23, 0.23, 0.34], "homo_ev": -8.41, "e_above_lowest_ev": 4.273, "lumo_ha": -0.204, "charge": 1}

{"formula": "C10H10Br2INO3", "method": "ωB97M-V/def2-TZVPD", "symbols": ["C", "C", "C", "C", "C", "I", "C", "Br", "C", "C", "Br", "O", "C", "C", "O", "N", "O", "H", "H", "H", "H", "H", "H", "H", "H", "H", "H"], "positions_angstrom": [[0.09, -2.77, 1.79], [0.82, -2.13, 0.90], [1.68, -1.22, -0.14], [0.77, -1.04, -1.49], [-0.51, -0.15, -0.96], [-0.91, 1.15, -2.70], [-1.90, -0.95, -0.80], [-2.23, -2.62, -1.88], [-3.00, -0.54, 0.05], [-2.93, 0.79, 0.93], [-4.66, -1.65, 0.13], [0.07, 0.51, 0.18], [1.47, 0.26, 0.49], [2.59, 1.39, 0.23], [2.32, 2.28, -0.89], [1.36, 3.21, -0.59], [1.81, 4.10, 0.08], [-0.57, -3.07, 2.69], [2.77, -1.56, -0.27], [0.56, -1.97, -2.13], [1.38, -0.28, -2.11], [-3.01, 1.77, 0.33], [-1.97, 0.78, 1.60], [-3.81, 0.76, 1.69], [1.43, 0.14, 1.65], [2.79, 1.97, 1.22], [3.59, 0.85, -0.01]], "nbo_charge": [-0.27, -0.05, -0.29, -0.45, 0.17, 0.11, -0.15, 0.06, -0.05, -0.68, 0.06, -0.57, 0.08, -0.14, -0.41, 0.40, -0.26, 0.28, 0.26, 0.27, 0.23, 0.25, 0.25, 0.24, 0.23, 0.21, 0.22], "homo_ev": -8.83, "smiles": "C#C[C@H]1C[C@@](I)(/C(Br)=C(\\C)Br)O[C@@H]1CON=O", "lumo_ha": -0.019}